No. 1
Formula: C24H28N8O4
Source: the Open Molecules 2025 dataset
Level of theory: the ωB97M-V functional and the def2-TZVPD basis

The calculation puts the energy above the lowest of the compared OMol25 structures with the same formula, charge and spin at 0.0 kJ/mol. The calculation puts the total energy at -1670.09694 Eh.

Each line ends with the Mulliken charge.
CARTESIAN COORDINATES (ANGSTROEM)
C 3.04 3.16 2.36  -0.69
C 2.73 4.44 1.77  0.44
N 2.51 5.46 1.29  -0.41
H 2.16 2.66 2.78  0.09
H 3.62 3.38 3.27  0.31
H 3.66 2.48 1.79  0.31
C 0.44 1.82 0.33  0.12
C -0.46 1.94 -0.80  0.22
N -1.19 1.98 -1.68  -0.34
H 0.91 2.80 0.47  -0.01
H 1.18 1.04 0.17  0.14
H -0.05 1.63 1.28  -0.16
C 2.99 -2.51 0.70  -0.28
C 2.89 -1.60 -0.43  0.39
N 2.77 -0.83 -1.27  -0.48
H 3.57 -3.38 0.38  0.35
H 2.01 -2.90 0.98  -0.28
H 3.54 -2.07 1.53  0.36
C -3.84 0.35 -2.91  -0.30
C -3.60 -0.14 -1.55  0.39
N -3.43 -0.47 -0.47  -0.46
H -4.12 -0.53 -3.50  0.30
H -2.93 0.75 -3.33  -0.29
H -4.71 1.01 -2.94  0.37
C -1.63 3.87 5.55  -0.91
C -1.15 3.46 4.24  0.39
N -0.80 3.16 3.20  -0.32
H -1.23 3.27 6.36  0.29
H -2.71 3.92 5.62  0.29
H -1.23 4.89 5.66  0.28
C -1.40 4.04 -4.22  -0.84
C -2.18 2.96 -4.80  0.56
N -2.79 2.14 -5.31  -0.49
H -1.56 4.07 -3.14  0.21
H -1.70 5.00 -4.64  0.33
H -0.33 3.93 -4.40  0.26
C 0.13 -0.63 3.99  -0.32
C 0.97 -1.57 4.59  -0.58
C 0.99 -2.87 4.11  -0.37
C 0.16 -3.21 3.06  -0.22
C -0.72 -2.30 2.50  -0.18
C -0.67 -0.98 2.91  -0.52
N 0.18 -4.57 2.52  1.17
O -0.73 -4.94 1.83  -0.60
O 1.16 -5.26 2.81  -0.63
H 0.20 0.40 4.32  0.36
H 1.48 -1.23 5.48  0.41
H 1.81 -3.50 4.42  0.42
H -1.39 -2.53 1.69  0.50
H -1.21 -0.25 2.31  0.51
C 0.16 -1.91 -5.50  -0.64
C 0.91 -2.97 -5.02  -0.54
C 0.93 -3.21 -3.64  -0.33
C 0.19 -2.43 -2.79  -0.28
C -0.52 -1.35 -3.26  0.15
C -0.52 -1.09 -4.62  -0.39
N 0.17 -2.72 -1.36  1.20
O 0.80 -3.70 -0.98  -0.63
O -0.58 -2.08 -0.64  -0.55
H 0.10 -1.77 -6.57  0.41
H 1.56 -3.57 -5.63  0.38
H 1.58 -4.00 -3.30  0.42
H -1.01 -0.66 -2.59  0.29
H -1.11 -0.27 -4.99  0.45


No. 2
Formula: C27H24N2O4
Source: the Open Molecules 2025 dataset
Level of theory: the ωB97M-V functional and the def2-TZVPD basis

The calculation puts the energy above the lowest of the compared OMol25 structures with the same formula, charge and spin at 0.0 kJ/mol. The calculation puts the total energy at -1453.84608 Eh.

Each line ends with the Mulliken charge.
CARTESIAN COORDINATES (ANGSTROEM)
C 2.17 -4.98 1.07  -1.24
C 1.12 -4.00 1.57  0.18
H 0.81 -4.25 2.59  0.26
H 1.49 -2.97 1.54  -0.04
O -0.04 -4.09 0.73  -0.28
C -0.61 -2.96 0.32  1.31
O -0.19 -1.86 0.65  -0.74
C -1.77 -3.20 -0.56  0.02
C -2.15 -4.52 -0.85  -0.64
C -3.21 -4.79 -1.68  -0.73
C -3.93 -3.74 -2.24  -0.56
C -3.58 -2.43 -1.97  -0.60
C -2.51 -2.13 -1.13  0.37
N -2.14 -0.84 -0.83  -0.10
C -2.62 0.35 -1.34  0.39
O -3.54 0.43 -2.12  -0.70
C -1.87 1.52 -0.79  0.20
C -0.53 1.43 -0.60  -0.73
N 0.23 2.45 -0.12  0.19
C -0.32 3.69 0.24  0.68
O 0.38 4.56 0.72  -0.68
C -1.75 3.82 0.01  -0.09
C -2.35 5.04 0.32  -0.61
C -3.70 5.23 0.13  -0.62
C -4.48 4.19 -0.38  -0.54
C -3.91 2.98 -0.69  -1.02
C -2.53 2.77 -0.50  0.78
H -4.51 2.18 -1.09  0.44
H -5.53 4.34 -0.53  0.42
H -4.16 6.18 0.36  0.40
H -1.72 5.83 0.71  0.48
C 1.61 2.21 0.10  0.00
C 2.57 3.12 -0.35  -0.80
C 3.90 2.85 -0.12  -1.14
C 4.32 1.70 0.53  1.29
C 3.35 0.79 0.98  0.97
C 2.01 1.05 0.76  -0.64
H 1.26 0.36 1.11  0.46
C 3.75 -0.47 1.69  -1.66
H 4.33 -0.23 2.59  0.38
H 4.38 -1.09 1.05  0.37
H 2.87 -1.04 1.99  0.21
C 5.77 1.44 0.76  -1.51
H 5.98 1.37 1.83  0.32
H 6.07 0.50 0.30  0.32
H 6.38 2.24 0.34  0.37
H 4.64 3.56 -0.47  0.31
H 2.26 4.02 -0.85  0.48
H 0.03 0.55 -0.87  1.08
H -1.38 -0.79 -0.16  0.10
H -4.13 -1.61 -2.41  0.53
H -4.76 -3.94 -2.89  0.41
H -3.49 -5.81 -1.89  0.41
H -1.58 -5.32 -0.41  0.47
H 2.47 -4.73 0.06  0.33
H 3.04 -4.93 1.72  0.40
H 1.78 -5.99 1.08  0.31


No. 3
Formula: C47H61N3O6PS2SeSr
Source: the Open Molecules 2025 dataset
Level of theory: the ωB97M-V functional and the def2-TZVPD basis

The net charge is -1. The calculation puts the energy above the lowest of the compared OMol25 structures with the same formula, charge and spin at 338.4 kJ/mol. The calculation puts the total energy at -6013.32470 Eh.

Each line ends with the Mulliken charge.
CARTESIAN COORDINATES (ANGSTROEM)
Sr -0.45 1.79 0.96  3.01
C 4.50 -3.79 -2.88  -2.29
C 2.98 -3.60 -2.82  2.42
C 2.38 -4.78 -2.05  -1.62
C 2.44 -3.59 -4.25  -1.80
C 2.58 -2.31 -2.11  -0.33
C 1.23 -1.99 -1.97  -0.61
C 0.85 -0.87 -1.27  0.58
Se -1.02 -0.49 -1.06  0.10
C -1.39 -1.75 0.36  0.21
C -1.77 -3.03 0.03  -0.63
C -2.03 -3.96 1.03  -0.86
C -1.98 -3.50 2.34  -0.40
C -1.65 -2.20 2.69  0.15
C -1.23 -1.28 1.69  -0.27
O -0.75 -0.10 1.88  -0.81
C -1.72 -1.83 4.18  2.70
C -3.03 -2.36 4.79  -1.94
C -0.52 -2.45 4.90  -1.67
C -1.70 -0.32 4.41  -1.83
C -2.34 -5.40 0.65  2.40
C -3.60 -5.44 -0.23  -1.79
C -2.58 -6.30 1.87  -2.30
C -1.15 -5.96 -0.14  -1.80
C 1.76 0.03 -0.65  -0.30
O 1.28 1.04 0.02  -1.30
C 3.13 -0.27 -0.85  -0.07
C 3.48 -1.42 -1.55  -0.40
C 4.29 0.59 -0.35  2.52
C 5.14 1.04 -1.55  -1.76
C 5.17 -0.24 0.61  -1.87
C 3.86 1.84 0.41  -2.24
H 4.73 -4.72 -3.40  0.46
H 4.93 -3.84 -1.89  0.38
H 4.97 -2.98 -3.43  0.42
H 2.66 -5.73 -2.52  0.48
H 1.30 -4.71 -2.02  0.23
H 2.74 -4.79 -1.02  0.33
H 2.73 -4.50 -4.77  0.47
H 2.84 -2.74 -4.80  0.35
H 1.36 -3.52 -4.25  0.31
H 0.45 -2.61 -2.39  0.26
H -1.86 -3.28 -1.02  0.42
H -2.22 -4.19 3.13  0.40
H -3.03 -3.45 4.88  0.36
H -3.87 -2.07 4.17  0.37
H -3.17 -1.95 5.79  0.50
H -0.50 -3.52 4.75  0.28
H -0.58 -2.24 5.97  0.44
H 0.40 -2.03 4.50  0.27
H -2.50 0.18 3.88  0.25
H -0.76 0.07 4.04  -0.23
H -1.81 -0.12 5.48  0.65
H -4.45 -5.03 0.32  0.37
H -3.83 -6.46 -0.52  0.46
H -3.46 -4.85 -1.13  0.31
H -3.44 -5.96 2.44  0.42
H -1.71 -6.32 2.51  0.40
H -2.78 -7.32 1.53  0.45
H -1.01 -5.38 -1.06  0.36
H -1.32 -7.00 -0.41  0.50
H -0.24 -5.88 0.44  0.35
H 4.53 -1.63 -1.66  0.32
H 5.54 0.19 -2.10  0.28
H 5.97 1.65 -1.21  0.49
H 4.53 1.63 -2.23  0.31
H 5.60 -1.11 0.12  0.30
H 4.57 -0.58 1.45  0.32
H 5.98 0.38 0.99  0.52
H 3.19 2.45 -0.18  0.29
H 4.74 2.42 0.68  0.59
H 3.34 1.54 1.32  0.26
N 1.12 2.25 2.92  0.11
N 0.82 2.05 4.27  -0.38
C 1.55 1.20 5.01  0.30
N 1.06 0.83 6.23  -0.47
S 3.07 0.71 4.53  -0.48
H 2.11 1.98 2.79  -0.11
H 1.02 3.23 2.67  0.24
H -0.17 2.15 4.47  0.34
H 0.06 0.82 6.35  0.28
H 1.55 0.06 6.66  0.26
O -1.94 4.86 2.87  -0.81
S -1.71 3.99 1.74  1.76
O -0.33 4.03 1.27  -0.73
O -2.16 2.62 1.97  -0.78
C -2.70 4.59 0.37  0.01
C -3.83 5.33 0.66  -0.63
C -4.57 5.87 -0.38  -0.82
C -4.16 5.68 -1.69  -0.77
C -3.03 4.93 -1.97  -0.48
C -2.29 4.36 -0.93  0.29
P -0.74 3.45 -1.26  0.95
C 0.01 4.90 -2.09  0.54
C 0.50 5.91 -1.26  -0.79
C 1.02 7.07 -1.80  -0.72
C 1.06 7.23 -3.18  -0.55
C 0.59 6.23 -4.01  -0.71
C 0.06 5.07 -3.47  -0.30
C -1.16 2.42 -2.70  0.72
C -0.06 1.83 -3.33  -0.52
C -0.23 0.87 -4.31  -0.54
C -1.52 0.48 -4.66  -0.60
C -2.61 1.03 -4.02  -0.78
C -2.44 1.99 -3.03  -0.53
H -4.10 5.49 1.69  0.54
H -5.45 6.46 -0.17  0.41
H -4.72 6.12 -2.50  0.43
H -2.71 4.79 -2.99  0.49
H 0.46 5.77 -0.19  0.39
H 1.39 7.85 -1.15  0.45
H 1.47 8.14 -3.61  0.37
H 0.62 6.36 -5.08  0.42
H -0.30 4.29 -4.12  0.33
H 0.93 2.14 -3.03  0.49
H 0.63 0.41 -4.77  0.39
H -1.66 -0.27 -5.43  0.39
H -3.61 0.70 -4.28  0.39
H -3.31 2.37 -2.50  0.37
O -3.67 0.87 0.34  -0.72
H -3.44 -0.03 0.61  0.35
H -3.20 1.42 0.98  0.36